(1)
The following is a DFT calculation (ωB97M-V with the def2-TZVPD basis set) of a cluster of 2 separate species, C12H17N in total.

Each line ends with the natural charge from an NBO analysis.
CARTESIAN COORDINATES (ANGSTROEM)
N  -0.5891  -0.5795  0.5260  -0.536
C  0.7705  -3.3735  -1.3642  -0.212
C  0.1385  -1.3369  -0.3580  0.152
C  -0.6477  -0.2484  3.9367  -0.630
C  0.7247  3.0331  -1.6738  -0.613
C  -0.1020  1.8532  -2.2156  -0.425
C  0.3217  -0.6206  -1.5277  -0.119
C  0.4723  -2.6944  -0.2060  -0.235
C  0.8219  -2.6851  -2.5920  -0.248
C  -0.1994  0.6769  -1.2920  -0.072
C  -0.7758  1.1779  3.3976  -0.618
C  -0.7568  0.7042  -0.0566  -0.044
C  0.7296  -1.3260  -2.6748  -0.173
H  -1.2000  1.5042  0.5078  0.210
H  1.2195  2.7032  -0.7834  0.209
H  -1.4617  1.2787  2.5629  0.197
H  0.1421  3.8516  -1.2842  0.209
H  -0.8623  -0.8195  1.4571  0.412
H  0.8729  -4.4511  -1.3453  0.213
H  0.2306  -0.7776  3.5752  0.212
H  -1.4852  -0.8694  3.5910  0.196
H  0.5378  -3.0762  0.8051  0.211
H  1.5170  3.2613  -2.3744  0.215
H  -1.0582  2.2363  -2.5847  0.212
H  -0.7834  -0.2297  5.0111  0.221
H  -1.0640  1.8980  4.1625  0.212
H  0.9435  -0.8570  -3.6268  0.211
H  1.1032  -3.2617  -3.4625  0.209
H  0.2560  1.4673  -3.1579  0.209
H  0.1838  1.5606  3.0469  0.212

Values from the calculation:
Total charge = 0
SMILES string = CCc1c[nH]c2ccccc12.CC
E_LUMO = 0.9226 eV
Energy above the lowest of the compared OMol25 structures with the same formula, charge and spin = 23.42 kcal/mol
HOMO-LUMO gap = 0.321 Eh
Molecular weight = 175.3 g mol⁻¹
Largest force on an atom = 1.94 eV/Å

***

(2)
The following is a DFT calculation (ωB97M-V with the def2-TZVPD basis set) of a structure of composition C4H6LiO3.

Each line ends with the Mulliken spin population.
CARTESIAN COORDINATES (ANGSTROEM)
O  -2.3530  -1.5608  -0.5910  0.146
O  -2.2139  0.4344  0.2871  -0.041
O  -0.2087  -0.7170  0.0095  0.060
C  -1.7586  -0.9067  0.3343  0.805
C  -2.3810  1.1095  1.5128  0.011
C  1.6920  -1.8967  -0.7369  0.013
C  0.5727  -1.7939  0.0118  0.005
Li  -2.7048  0.0216  -1.5860  0.013
H  1.9002  -1.1952  -1.5459  0.001
H  2.4177  -2.6740  -0.5036  0.000
H  -3.0695  0.5191  2.1351  0.003
H  -1.4035  1.2696  1.9880  -0.007
H  0.1703  -2.6632  0.5464  -0.012
H  -2.8647  2.0685  1.2935  0.002

Values from the calculation:
Total charge = 0
E_LUMO (alpha / beta) = -0.6654 / -0.8805 eV
Energy above the lowest of the compared OMol25 structures with the same formula, charge and spin = 56.88 kcal/mol
HOMO-LUMO gap (alpha / beta) = 0.251 / 0.254 Eh
2S+1 = 2
Molecular weight = 109.0 g mol⁻¹
Largest force on an atom = 2.78 eV/Å

***

(3)
The following is a DFT calculation (ωB97M-V with the def2-TZVPD basis set) of a structure of composition C11H13BrIr.

Each line ends with the Mulliken spin population.
CARTESIAN COORDINATES (ANGSTROEM)
Ir  1.0735  -1.4718  -0.6547  2.116
Br  -0.5583  2.5136  1.5386  -0.001
C  2.7860  -0.9719  0.6827  0.022
C  -0.0440  1.4954  -1.9079  0.198
C  2.9062  -2.3332  0.1377  0.232
C  -2.2826  2.0179  -1.9164  0.314
C  1.7584  -3.0696  0.5666  0.062
C  -0.9347  2.5961  -1.9396  0.251
C  -1.7654  1.1714  2.1832  0.006
C  1.5541  -0.8676  1.3803  0.176
C  0.8898  -2.1750  1.3390  0.221
C  -2.2054  0.6210  -1.8193  0.015
C  -0.8060  0.2705  -1.7302  0.431
H  1.1409  -0.0148  1.9163  -0.019
H  -0.4062  -0.8946  -1.8421  0.151
H  -0.6785  3.6842  -1.8964  -0.004
H  -3.0719  -0.0579  -1.7489  -0.007
H  -2.4079  0.8919  1.3658  0.000
H  -3.2015  2.6223  -1.9359  -0.001
H  3.7699  -2.7311  -0.4444  0.008
H  0.9944  1.4782  -1.6398  -0.091
H  -2.3282  1.5955  2.9965  -0.001
H  1.5162  -4.1046  0.3613  -0.010
H  3.5522  -0.1612  0.6345  -0.032
H  -1.1969  0.2916  2.5302  0.003
H  -0.0540  -2.3963  1.8428  -0.041

Values from the calculation:
Total charge = -1
E_LUMO (alpha / beta) = 2.9682 / 1.8745 eV
HOMO-LUMO gap (alpha / beta) = 0.133 / 0.210 Eh
2S+1 = 5
Molecular weight = 417.3 g mol⁻¹
Largest force on an atom = 2.31 eV/Å

***

(4)
The following is a DFT calculation (ωB97M-V with the def2-TZVPD basis set) of a structure of composition C4H9N2O.

Each line ends with the natural charge from an NBO analysis.
CARTESIAN COORDINATES (ANGSTROEM)
O  -0.7569  -1.3559  -1.6360  -0.488
N  1.7017  1.1762  -1.5195  -0.791
N  0.2250  -0.4844  -1.8426  -0.115
C  0.7105  -0.2513  0.7299  -0.601
C  -0.2902  0.4251  1.4578  0.186
C  0.9771  0.1876  -1.1282  0.543
C  -1.5458  -0.1854  1.5524  -0.737
H  -0.1245  1.3303  2.0051  0.232
H  -1.1675  -1.5729  -2.4128  0.506
H  1.3645  1.6425  -2.3353  0.431
H  1.7865  -0.1662  1.0390  0.278
H  2.6174  1.4838  -1.2076  0.435
H  -2.3897  0.4480  1.1345  0.307
H  -1.9815  -0.2067  2.5574  0.301
H  0.5212  -1.3327  0.4971  0.261
H  -1.6478  -1.1378  1.1087  0.251

Values from the calculation:
Total charge = +1
E_LUMO (alpha / beta) = -5.9427 / -5.9432 eV
Energy above the lowest of the compared OMol25 structures with the same formula, charge and spin = 142.97 kcal/mol
HOMO-LUMO gap (alpha / beta) = 0.286 / 0.286 Eh
Molecular weight = 101.1 g mol⁻¹
Largest force on an atom = 5.78 eV/Å

***

(5)
The following is a DFT calculation (ωB97M-V with the def2-TZVPD basis set) of an isolated molecule of C4H7FO2.

Each line ends with the natural charge from an NBO analysis.
CARTESIAN COORDINATES (ANGSTROEM)
F  -2.5538  -0.4069  -0.9001  -0.327
O  1.2741  -1.0524  -1.1709  -0.720
O  0.7068  0.6285  1.8200  -0.734
C  0.0870  -1.2195  -0.4513  -0.094
C  -0.3983  0.1679  -0.1494  -0.131
C  0.4641  1.1292  0.5013  -0.087
C  -1.6836  0.4432  -0.3787  0.269
H  -0.6428  -1.8386  -0.9903  0.182
H  1.4313  1.3184  -0.0536  0.189
H  1.5978  -1.9163  -1.3992  0.469
H  -0.0297  2.0609  0.6064  0.172
H  0.3227  -1.6660  0.5151  0.179
H  1.5473  0.9539  2.1855  0.474
H  -2.1228  1.3976  -0.1348  0.159

Values from the calculation:
Total charge = 0
SMILES string = OCC(=CF)CO
E_LUMO = 0.8213 eV
Energy above the lowest of the compared OMol25 structures with the same formula, charge and spin = 36.48 kcal/mol
HOMO-LUMO gap = 0.380 Eh
Molecular weight = 106.1 g mol⁻¹
Largest force on an atom = 3.17 eV/Å

***

(6)
The following is a DFT calculation (ωB97M-V with the def2-TZVPD basis set) of a cluster of 2 separate species, C2H6N3O2 in total.

Each line ends with the natural charge from an NBO analysis.
CARTESIAN COORDINATES (ANGSTROEM)
O  1.0587  -0.6850  -0.9308  -0.729
O  1.4748  0.8692  2.7702  -0.426
N  -1.1593  -1.1246  0.6545  -0.543
N  -0.9363  0.0620  -0.0441  -0.428
N  0.2214  1.4590  -1.3511  -0.803
C  0.8045  0.2604  2.1042  0.444
C  0.0554  0.2403  -0.8276  0.732
H  -2.1723  -1.4532  0.6484  0.440
H  1.0274  1.8632  -1.7305  0.421
H  -0.9773  -0.9825  1.7510  0.457
H  -0.6136  -1.8607  0.1480  0.444
H  1.8716  -0.6622  -1.5111  0.550
H  -0.6551  2.0142  -1.6811  0.442

Values from the calculation:
Total charge = +1
E_LUMO = -3.4351 eV
Energy above the lowest of the compared OMol25 structures with the same formula, charge and spin = 22.31 kcal/mol
HOMO-LUMO gap = 0.399 Eh
Molecular weight = 104.1 g mol⁻¹
Largest force on an atom = 4.47 eV/Å

***

(7)
The following is a DFT calculation (ωB97M-V with the def2-TZVPD basis set) of a cluster of 3 separate species, C19H31ClFNO3P2 in total.

Each line ends with the natural charge from an NBO analysis.
CARTESIAN COORDINATES (ANGSTROEM)
Cl  -2.2172  0.2359  3.3481  -0.098
P  -0.0825  2.0302  2.2904  1.006
P  2.0323  2.8739  2.9043  0.828
F  1.7645  -1.9798  1.1263  -0.379
O  2.2535  1.8068  4.1842  -1.002
O  -0.9014  2.6535  -0.2243  -0.315
O  -0.9597  3.6621  -1.2636  -0.446
N  1.5005  4.2210  3.8511  -1.175
C  1.2915  1.1190  -2.6045  -0.185
C  0.5855  -6.6369  -2.2607  -0.212
C  -4.3778  2.3956  2.3676  -0.611
C  0.7420  0.1568  -3.4431  -0.225
C  2.1382  2.3117  -4.5119  -0.214
C  -0.1425  3.2160  0.8243  -0.394
C  -1.9535  1.5506  2.1411  -0.508
C  0.6253  0.3796  1.8894  -0.733
C  -2.8777  2.7131  2.4405  -0.445
C  1.5909  1.3505  -5.3498  -0.207
C  0.8944  0.2731  -4.8170  -0.213
C  0.8903  -5.0913  -0.4442  -0.227
C  -0.0226  -0.3918  0.7319  -0.459
C  1.3438  -5.6626  -1.6259  -0.214
C  -0.6255  -7.0397  -1.7141  -0.213
C  1.9904  2.1965  -3.1351  -0.231
C  -1.0792  -6.4683  -0.5332  -0.216
C  0.8950  -1.4630  0.1558  0.056
C  -0.3210  -5.4941  0.1020  -0.206
H  -0.9793  -0.8193  1.0346  0.225
H  1.4861  -4.3387  0.0573  0.222
H  -4.8226  2.7513  1.4384  0.210
H  -1.2158  -7.8007  -2.2085  0.213
H  1.6850  0.5509  1.6750  0.236
H  3.0857  1.3116  4.0822  0.499
H  0.5873  -0.1952  2.8147  0.275
H  -4.5511  1.3196  2.4385  0.217
H  0.9390  -7.0841  -3.1811  0.212
H  -0.2349  0.3179  -0.0721  0.222
H  -2.0229  -6.7838  -0.1066  0.213
H  1.5826  3.9964  4.8364  0.396
H  0.3279  -2.3075  -0.2421  0.179
H  1.7072  1.4403  -6.4222  0.216
H  -4.9175  2.8532  3.1974  0.214
H  -0.5987  3.1453  -2.0074  0.475
H  0.5379  4.5065  3.6911  0.368
H  1.1719  1.0292  -1.5310  0.194
H  -2.6422  3.5007  1.7183  0.214
H  2.2883  -5.3478  -2.0512  0.213
H  2.4233  2.9411  -2.4791  0.217
H  -0.6374  4.1306  1.1760  0.209
H  -0.6720  -5.0496  1.0251  0.213
H  -0.4362  2.3904  3.6550  -0.069
H  -2.1869  1.1111  1.1712  0.224
H  0.4689  -0.4749  -5.4735  0.217
H  0.1959  -0.6808  -3.0268  0.213
H  2.6820  3.1491  -4.9293  0.217
H  -2.6259  3.1088  3.4317  0.208
H  1.5256  -1.0547  -0.6394  0.163
H  0.8709  3.4651  0.4974  0.210

Values from the calculation:
Total charge = 0
SMILES string = CC[C@H](Cl)[PH](CCCF)(COO)P(N)O.c1ccccc1.c1ccccc1
E_LUMO = 0.6065 eV
Energy above the lowest of the compared OMol25 structures with the same formula, charge and spin = 0.00 kcal/mol
HOMO-LUMO gap = 0.284 Eh
Molecular weight = 437.9 g mol⁻¹
Largest force on an atom = 0.59 eV/Å